Entry 1:
This record from the OMol25 dataset describes C37H57BrF10N10O4P2Sn as an isolated structure. The level of theory is ωB97M-V/def2-TZVPD.

Its total energy is -184016.8640 eV. For the highest occupied orbital energy, the calculation gives -1.607 eV. The total charge is -2. The value obtained for the lowest unoccupied orbital energy is 3.8 eV. Its orbital gap is 0.1990 hartree. The energy relative to the best compared isomer or geometry (same formula, charge and spin) is 0.00 kJ/mol.

Last column: Mulliken charge in e.
CARTESIAN COORDINATES (ANGSTROEM)
Sn 0.18815 1.07870 -0.39862  1.425
C 1.64856 1.99845 3.32568  -1.288
N 0.39470 1.84862 2.61015  1.105
C -0.33677 0.65301 3.09106  0.960
C -1.59069 0.84684 3.93828  -2.363
N -2.70081 1.37139 3.17645  0.343
C -3.90498 1.34639 3.70508  -0.135
C -5.01387 1.82083 2.91895  0.028
F -4.75222 2.30290 1.67920  -0.226
C -6.32033 1.83745 3.33237  -0.055
F -7.28631 2.28272 2.49621  -0.361
C -6.67923 1.40910 4.60617  0.634
F -7.97992 1.37747 5.00427  -0.363
C -5.65888 0.97417 5.42680  0.132
F -5.95812 0.56302 6.68148  -0.347
C -4.34147 0.95456 5.01077  0.200
F -3.43276 0.57416 5.95587  -0.358
C -0.33018 3.11105 2.51606  -1.639
C -1.11339 3.28956 1.22309  -0.856
N -0.22172 3.23015 0.04233  0.386
C -0.40341 4.21192 -0.89700  0.095
C -1.61263 4.86533 -1.19843  0.420
F -2.76734 4.45177 -0.63825  -0.325
C -1.72224 5.85798 -2.15759  -0.104
F -2.92252 6.41691 -2.40339  -0.361
C -0.63068 6.23547 -2.91041  0.671
F -0.73142 7.19987 -3.84877  -0.366
C 0.57521 5.59750 -2.67678  0.252
F 1.66254 5.96700 -3.37684  -0.375
C 0.67696 4.62955 -1.70086  -0.263
F 1.89050 4.09583 -1.49369  -0.391
H 1.51154 2.20446 4.40212  0.269
H 2.23289 2.82177 2.90604  0.443
H 2.23362 1.08185 3.22905  0.121
H 0.36409 0.08726 3.70846  0.300
H -0.54832 -0.00752 2.25118  -0.705
H -1.32149 1.48416 4.80196  0.352
H -1.79693 -0.14393 4.36776  0.642
H 0.41976 3.90809 2.56279  0.687
H -1.02737 3.26142 3.34854  0.307
H -1.59610 4.26802 1.30093  0.721
H -1.92624 2.56148 1.19749  0.153
C 3.49918 -3.92612 -2.91175  -1.035
N 2.63036 -2.79750 -2.65698  0.763
C 2.01654 -2.27069 -3.86799  -0.882
P 1.65167 -2.87813 -1.29633  -1.354
O 0.71267 -1.75808 -1.31317  0.231
O 2.77518 -2.87940 -0.14998  1.127
P 3.25871 -1.78237 0.93209  -1.600
O 2.45644 -0.57572 1.15975  0.521
N 4.72309 -1.37468 0.23295  0.579
C 5.71045 -2.41678 0.03932  -0.857
C 5.30920 -0.12073 0.68605  -0.863
N 3.50616 -2.66465 2.30041  0.635
C 2.93295 -2.17265 3.55468  -0.739
C 3.65559 -4.11292 2.27983  -0.838
N 0.99967 -4.38846 -1.20916  0.640
C 1.56039 -5.47405 -0.41890  -0.831
C -0.45180 -4.50494 -1.37875  -0.913
H 4.30955 -3.62329 -3.58072  0.351
H 2.96313 -4.76687 -3.37768  0.268
H 3.94767 -4.28723 -1.98661  0.170
H 2.80188 -1.92967 -4.54775  0.320
H 1.38986 -1.41434 -3.63106  0.046
H 1.41999 -3.03301 -4.39267  0.318
H 6.22958 -2.67772 0.97373  0.242
H 6.45604 -2.07736 -0.68414  0.359
H 5.24443 -3.31519 -0.36012  0.067
H 4.54030 0.64543 0.74433  -0.014
H 6.06047 0.19690 -0.04103  0.340
H 5.80089 -0.22046 1.66530  0.298
H 2.94180 -1.08584 3.56504  0.020
H 3.55659 -2.53582 4.37671  0.348
H 1.90464 -2.52517 3.67017  0.190
H 2.68395 -4.59283 2.43256  0.190
H 4.35268 -4.41618 3.06748  0.358
H 4.06052 -4.44854 1.32730  0.256
H 2.64349 -5.37983 -0.35261  0.227
H 1.33554 -6.41923 -0.92274  0.354
H 1.14103 -5.46570 0.59133  0.158
H -0.82939 -3.69090 -1.99405  0.182
H -0.94924 -4.46959 -0.40529  0.264
H -0.66773 -5.45256 -1.88124  0.421
O 2.49760 2.05026 0.39151  -0.555
H 1.90139 2.77473 0.64486  0.315
H 2.48456 1.39754 1.10691  0.121
Br -0.01298 -3.50042 2.04593  -0.718
C -2.32106 -0.87205 -2.23656  0.557
C -3.64921 -1.64760 -2.42117  -0.843
N -4.45627 -1.58602 -1.20381  -0.227
C -4.72948 -0.17539 -0.89909  -1.072
C -3.40573 0.58431 -0.62985  0.857
N -2.26326 -0.30972 -0.88379  0.582
C -2.33405 -1.41756 0.08274  1.397
C -3.68059 -2.16459 -0.09670  -0.825
H -2.20466 -0.06972 -2.96327  0.030
H -1.45289 -1.52360 -2.34447  -0.716
H -3.46062 -2.70163 -2.64765  0.317
H -4.24020 -1.23436 -3.24377  0.355
H -5.38958 -0.12458 -0.02983  0.269
H -5.26792 0.25132 -1.74962  0.359
H -3.34017 0.89828 0.41253  -0.991
H -3.32800 1.47563 -1.25155  0.048
H -1.46733 -2.06092 -0.06380  -1.172
H -2.25013 -1.00252 1.08414  -0.204
H -4.28705 -2.10163 0.80861  0.434
H -3.51564 -3.22403 -0.31216  0.176
C -1.54948 2.63784 -3.26826  -0.445
C -0.17364 2.10794 -3.52530  -0.119
C 0.47749 2.03524 -4.73530  -1.393
C 1.75422 1.47092 -4.47714  -0.732
C 1.82095 1.23359 -3.12290  -0.222
C 2.98744 0.69664 -2.35576  -0.948
N 0.64112 1.62124 -2.52705  1.627
H -1.67818 3.62826 -3.71242  0.390
H -1.74581 2.73661 -2.20073  -0.729
H -2.33482 1.99709 -3.67676  0.470
H 0.07462 2.36157 -5.68401  0.470
H 2.54960 1.27214 -5.18226  0.477
H 3.72279 0.29386 -3.05618  0.469
H 2.70396 -0.11672 -1.68268  -0.134
H 3.46871 1.46424 -1.74768  0.246



Entry 2:
This record from the OMol25 dataset describes C37H57Cl9FLiN3NaO14P2S2 as an isolated structure in a non-equilibrium geometry. The level of theory is ωB97M-V/def2-TZVPD.

Its total energy is -232688.9967 eV. For the highest occupied orbital energy, the calculation gives -5.854 eV. The value obtained for the lowest unoccupied orbital energy is -3.4 eV. Its orbital gap is 0.0901 hartree.

Last column: Mulliken charge in e.
CARTESIAN COORDINATES (ANGSTROEM)
C 1.61384 -0.98860 1.91578  -1.211
C 0.26521 -1.15284 1.02932  0.219
C 0.33701 -2.13848 -0.20053  0.694
C 1.70887 -2.92900 -0.52483  0.437
C 1.49972 -3.96130 -1.73136  -0.848
C 2.81141 -4.77758 -2.14375  -0.464
C 4.13225 -3.88391 -2.29920  -0.845
C 3.88656 -2.49663 -3.06071  -0.333
C 4.94433 -1.41186 -2.43974  -0.480
C 5.35978 -0.35962 -3.57657  -0.859
C 4.25724 0.84555 -3.52774  0.045
C 5.00793 2.19596 -3.98471  -0.836
C 3.99596 3.30681 -4.56433  -0.608
C 3.26100 2.67456 -5.84497  -0.079
C 2.49037 3.85766 -6.62953  -0.831
N 1.26092 3.39262 -7.33603  0.309
C 0.05430 2.95334 -6.67979  -0.344
C -0.98741 2.58669 -7.78362  -0.594
C -0.25074 2.84671 -9.14497  -0.616
C 1.19292 3.34398 -8.79247  -0.232
C -0.96027 -2.30919 -1.06998  -1.114
C -2.30883 -1.54478 -0.73692  -0.521
C -2.30532 -0.59113 0.49358  0.504
C -1.02781 -0.35104 1.39735  -0.154
P -1.03256 0.85098 2.85382  -0.026
C -2.14269 0.25930 4.26000  -0.478
O -1.78621 2.29437 2.26044  -0.392
S -3.91434 0.28394 0.88204  -0.081
C -4.68511 0.43228 -0.79041  0.381
C -4.33238 -0.65183 -1.83098  -0.558
C -4.95543 -0.50866 -3.28088  -0.428
C -5.92516 0.65802 -3.64435  -0.906
C -6.27189 1.70243 -2.51104  -0.826
C -5.64941 1.62478 -1.08084  0.490
P -5.97834 2.81188 0.33316  0.153
N -6.68307 1.82440 1.62086  -0.607
O -7.24189 3.85499 -0.18123  -0.497
N -3.46033 -1.82865 -1.61634  -0.013
H 2.51002 -0.68552 1.25322  0.071
H 1.82445 -1.96898 2.47867  0.212
H 1.51824 -0.17402 2.71162  0.468
H 2.04667 -3.46368 0.43814  0.298
H 2.53216 -2.16144 -0.76908  -0.357
H 0.66819 -4.69208 -1.44040  0.541
H 1.16049 -3.36026 -2.64510  0.309
H 3.00088 -5.68071 -1.44386  0.153
H 2.59962 -5.25084 -3.18203  0.283
H 4.87883 -4.49325 -2.94642  0.251
H 4.56151 -3.67607 -1.26236  0.392
H 4.10153 -2.52912 -4.19094  0.558
H 2.85592 -2.03647 -2.89643  0.067
H 4.50241 -0.94158 -1.49704  0.082
H 5.87866 -2.03728 -2.15734  0.408
H 5.35757 -0.81097 -4.62862  0.237
H 6.37282 0.12902 -3.35138  0.374
H 3.41973 0.53263 -4.24709  -0.024
H 3.79238 0.91637 -2.48287  0.269
H 5.62509 2.55729 -3.07896  0.332
H 5.74080 1.91480 -4.82280  0.330
H 3.27161 3.62636 -3.73138  0.307
H 4.58489 4.23791 -4.87755  0.331
H 2.47036 1.88889 -5.55274  0.142
H 4.05540 2.14540 -6.49845  0.198
H 3.18045 4.33935 -7.41143  0.280
H 2.18272 4.64320 -5.84417  0.271
H -0.05712 2.90591 -5.54485  0.413
H -2.06272 2.22475 -7.59169  0.510
H -0.71619 2.69646 -10.18362  0.308
H 2.02137 3.61296 -9.53768  0.317
H -0.96616 -2.99933 -1.99081  0.286
H -3.18144 -0.09403 3.93293  0.304
H -2.32265 1.17737 4.94257  0.098
H -1.59676 -0.50463 4.93049  0.186
H -1.45653 2.50458 1.35996  0.283
H -4.70102 -1.26914 -4.10659  0.334
H -6.38982 0.72872 -4.69458  0.382
H -7.00472 2.54539 -2.73554  1.062
H -7.68527 2.06689 1.75246  0.281
H -6.64389 0.81606 1.40898  0.331
H -8.07530 3.34986 0.01920  0.268
H -4.04868 -2.59998 -1.25788  0.267
Na -3.87553 3.96077 0.34581  0.890
O 0.40157 -1.35388 5.22787  -0.658
Cl 1.64658 -1.20439 5.95392  1.769
O 1.39164 -0.53167 7.21328  -0.707
O 2.57321 -0.41959 5.16746  -0.691
O 2.21526 -2.50914 6.21130  -0.731
Cl -2.37562 -4.54807 -1.66801  -0.676
C -6.31075 4.75756 -3.46017  -0.144
O -5.79446 4.88621 -4.78840  -0.327
C -4.45996 4.96939 -4.85709  0.575
O -3.69664 4.94615 -3.93061  -0.523
O -4.11631 5.08379 -6.16383  -0.344
C -2.70264 5.18336 -6.39465  -0.497
H -7.39703 4.69883 -3.52901  0.326
H -5.94453 3.84128 -2.99218  -0.297
H -6.04894 5.63128 -2.85930  0.351
H -2.19058 4.28790 -6.04188  0.265
H -2.29613 6.07569 -5.91454  0.322
H -2.54116 5.26938 -7.47366  0.197
O 3.76586 -7.60789 -2.28398  -0.443
H 4.06643 -7.68925 -3.21799  0.467
H 4.49351 -7.80987 -1.65189  0.456
H 2.97109 -8.16513 -2.11039  0.469
Li -4.49530 4.60097 -8.17232  0.928
C -2.80709 1.22824 8.08906  0.319
Cl -2.71355 1.07446 9.85822  -0.133
Cl -1.50190 0.28777 7.34230  0.076
Cl -4.37844 0.61710 7.52463  -0.112
Cl -2.64033 2.93935 7.63450  -0.123
F -8.41137 1.76862 -3.49664  -0.866
C 1.23203 -1.49517 10.35102  -0.072
C 2.47529 -0.66575 10.62105  -0.307
O 2.89555 -1.04666 11.93406  -0.347
S 2.51634 -2.60496 12.17997  1.154
O 3.68375 -3.39846 11.91591  -0.537
O 1.76919 -2.70332 13.39852  -0.574
O 1.49747 -2.77554 10.93153  -0.313
H 0.35669 -1.06990 10.85086  0.202
H 1.02749 -1.59448 9.28401  0.183
H 2.27912 0.40523 10.57456  0.325
H 3.27752 -0.91860 9.92214  0.297
C 4.84459 -5.74246 14.31807  0.233
Cl 4.27708 -5.61530 15.98975  -0.138
Cl 6.43651 -6.51518 14.25935  -0.144
Cl 3.68175 -6.63820 13.33292  -0.123
H 4.93579 -4.73737 13.90936  0.160